# C9H15N2

A gas-phase ion, C9H15N2 (charge +1) in a non-equilibrium geometry (ωB97M-V/def2-TZVPD, the Open Molecules 2025 dataset).

Values from the calculation:
energy = -12548.2252 eV
frontier orbital gap = 0.3380 Ha
charge = +1
M = 151.23 g/mol
SMILES = CC1(C)CC[C@@H]2C=NC=[NH+][C@@H]21

```
26
C9H15N2, DFT ωB97M-V/def2-TZVPD
C 1.87 -0.96 1.33
C 0.54 -0.65 0.50
C 0.66 -1.28 -0.91
C -0.76 -1.30 1.20
C -1.94 -0.39 0.57
C -1.26 0.81 0.00
C -1.39 1.01 -1.41
N -0.59 1.85 -2.02
C 0.56 2.20 -1.52
N 1.11 1.57 -0.49
C 0.27 0.84 0.39
H 2.76 -0.69 0.69
H 1.90 -2.04 1.61
H 1.81 -0.58 2.36
H 1.60 -1.02 -1.37
H -0.02 -0.88 -1.70
H 0.34 -2.36 -0.83
H -0.60 -1.08 2.21
H -0.95 -2.38 0.89
H -2.32 -0.98 -0.24
H -2.87 -0.12 1.15
H -1.87 1.66 0.40
H -2.19 0.54 -2.06
H 1.19 3.01 -1.97
H 1.96 1.83 -0.09
H 0.19 1.41 1.32
```

These are the natural (NBO) partial charges, in e, on atoms 1 to 5: -0.636, -0.034, -0.635, -0.379, -0.409

---

# C9H15N2O

A gas-phase ion, C9H15N2O (charge +1) in a non-equilibrium geometry (ωB97M-V/def2-TZVPD, the Open Molecules 2025 dataset).

Values from the calculation:
energy = -14593.2491 eV
frontier orbital gap = 0.3635 Ha
charge = +1
M = 167.23 g/mol
SMILES = [H]/N=C1/C(=C)[N@@H+](C)[C@H](OC)[C@H]1C=C

```
27
C9H15N2O, DFT ωB97M-V/def2-TZVPD
H 3.40 1.09 -0.17
N 2.59 0.99 -0.73
C 1.50 0.69 -0.27
C 0.35 0.40 -1.48
C 0.50 0.72 -2.77
N -0.82 -0.02 -0.78
C -1.15 -1.45 -1.16
C -0.56 0.19 0.69
O -0.92 1.42 1.15
C -2.26 1.85 0.91
C 0.94 0.08 0.92
C 1.38 -1.35 1.14
C 1.57 -1.84 2.35
H -0.30 0.45 -3.45
H 1.33 1.40 -2.97
H -1.61 0.72 -1.02
H -0.30 -2.03 -0.84
H -2.06 -1.77 -0.80
H -1.10 -1.60 -2.28
H -1.15 -0.56 1.23
H -2.30 2.32 -0.03
H -2.49 2.71 1.68
H -2.77 0.91 1.03
H 1.18 0.75 1.86
H 1.48 -2.05 0.30
H 1.95 -2.84 2.38
H 1.60 -1.19 3.14
```

These are the natural (NBO) partial charges, in e, on atoms 1 to 5: 0.378, -0.563, 0.319, 0.051, -0.335

---

# C9H15N2O2PS

2 unconnected molecules or ions with the total composition C9H15N2O2PS in a non-equilibrium geometry (ωB97M-V/def2-TZVPD, the Open Molecules 2025 dataset).

Values from the calculation:
energy = -36774.7262 eV
frontier orbital gap = 0.3372 Ha
charge = 0
M = 246.27 g/mol
SMILES = OP(O)(S)=NCc1ccccc1.C=NC

```
30
C9H15N2O2PS, DFT ωB97M-V/def2-TZVPD
O -0.13 -2.58 -0.62
P 0.31 -1.35 0.25
O 1.65 -1.89 0.88
S -0.92 -1.85 1.89
N 0.51 0.13 -0.24
C -0.38 0.74 -1.21
C -1.84 0.45 -0.84
C -2.43 -0.73 -1.29
C -3.64 -1.16 -0.82
C -4.27 -0.42 0.15
C -3.70 0.68 0.72
C -2.52 1.18 0.15
H 0.53 -3.18 -0.26
H 2.52 -1.28 0.97
H -2.00 -1.64 1.10
H -0.21 0.45 -2.28
H -0.34 1.83 -1.19
H -2.00 -1.35 -2.18
H -4.14 -2.06 -1.27
H -5.35 -0.70 0.48
H -4.21 1.29 1.44
H -2.17 2.21 0.49
C 4.83 -0.04 0.58
N 3.61 -0.03 0.26
C 3.10 0.90 -0.72
H 5.17 -0.57 1.49
H 5.77 0.47 0.29
H 2.89 0.53 -1.76
H 2.11 1.25 -0.32
H 3.80 1.83 -0.75
```

These are the natural (NBO) partial charges, in e, on atoms 1 to 5: -0.983, 2.138, -1.085, -0.360, -1.094

---

# C9H15N2OS

A gas-phase ion, C9H15N2OS (charge +1) in a non-equilibrium geometry (ωB97M-V/def2-TZVPD, the Open Molecules 2025 dataset).

Values from the calculation:
energy = -25428.8984 eV
frontier orbital gap (spin up / spin down) = 0.2664 / 0.2662 Ha
charge = +1
M = 199.30 g/mol

```
28
C9H15N2OS, DFT ωB97M-V/def2-TZVPD
C 1.97 -0.86 -0.10
C 0.22 -1.46 -0.41
C 0.03 0.87 -0.34
C -2.75 0.50 -0.36
C -1.93 -0.60 -1.10
C -2.14 1.91 -0.69
C 2.53 -2.23 1.90
C -0.19 3.31 -0.14
C 2.95 -1.71 0.55
N -0.55 -0.41 -0.64
N -0.71 1.98 -0.34
O -0.13 -2.74 -0.66
S 1.70 0.82 0.23
H -3.85 0.55 -0.69
H -2.67 0.14 0.68
H -2.24 -1.62 -0.77
H -1.88 -0.41 -2.24
H -2.46 2.12 -1.74
H -2.72 2.62 -0.07
H 3.47 -2.67 2.53
H 1.64 -2.81 1.90
H 2.30 -1.36 2.57
H 0.87 3.62 -0.43
H -0.84 4.04 -0.63
H -0.21 3.32 0.99
H 3.26 -2.56 -0.19
H 3.76 -1.02 0.62
H 0.56 -3.32 -0.45
```

These are the natural (NBO) partial charges, in e, on atoms 1 to 5: -0.321, 0.588, 0.291, -0.423, -0.229

---

energy of number 2 (C9H15N2O)?
-14593.2491 eV